No. 1
Here is a cluster of 2 separate species, C8H12ClO7 in total from the Open Molecules 2025 dataset. Energies are from ωB97M-V with the def2-TZVPD basis set.

Charge = -1
Orbital gap = 6.5656 eV
DFT total energy = -1299.0035 hartree
F_max = 0.8 eV/A

The geometry in XYZ format:
```
28
Properties=species:S:1:pos:R:3:forces:R:3
Cl 1.388506 -3.678472 2.189356 0.0 0.0 0.0
O -0.062976 -2.668956 0.274798 0.3 0.2 0.2
O -0.697553 -1.314991 -4.868280 0.0 0.2 0.0
O 0.361708 4.464097 1.362139 0.1 0.4 -0.1
O -0.210023 2.425776 0.742182 -0.3 0.1 0.0
O 0.363412 -2.214199 -1.890912 0.5 -0.6 -0.1
O -1.814546 0.571914 -5.353148 0.0 0.0 0.0
O -0.720489 0.358707 -3.382214 -0.1 0.2 0.3
C -0.300814 -0.014149 0.987915 0.1 0.1 0.0
C 0.854196 2.729479 2.921353 -0.2 -0.1 0.0
C -0.085598 -0.343863 -0.487848 -0.4 -0.1 0.3
C 0.295290 3.302949 1.635074 0.1 -0.4 0.1
C 0.109829 -1.803947 -0.806166 -0.2 0.6 -0.1
C -0.998654 1.314166 1.201453 0.0 -0.1 0.0
C 0.966230 -3.595276 0.451112 -0.2 -0.2 -0.3
C -1.123921 -0.000455 -4.511884 0.0 -0.2 -0.1
H 0.655578 0.019321 1.520850 -0.1 -0.2 0.0
H -0.196498 -1.579377 -4.087115 0.0 -0.1 0.0
H 0.049558 2.460813 3.608272 0.1 0.1 0.0
H 0.770292 0.178861 -0.917463 -0.1 0.0 -0.1
H 0.660754 -4.597840 0.162036 0.0 0.0 0.0
H -1.924869 1.353773 0.624050 0.1 0.0 0.0
H -0.938977 -0.018511 -1.096390 0.2 0.0 -0.2
H -0.910894 -0.788160 1.458365 0.0 0.0 0.0
H 1.867303 -3.304136 -0.084295 -0.1 0.0 0.0
H 1.412238 1.816095 2.714423 0.0 0.1 0.0
H -1.262542 1.447286 2.252825 0.0 0.0 0.0
H 1.493460 3.479095 3.379511 -0.1 0.0 0.0
```
Positions in Å, forces in eV/Å.

***

No. 2
Here is an isolated molecule of C5H8S from the Open Molecules 2025 dataset. Energies are from ωB97M-V with the def2-TZVPD basis set.

Charge = 0
Orbital gap = 9.9046 eV
DFT total energy = -593.4245 hartree
F_max = 2.9 eV/A
Structure (SMILES) = C#CC[C@@H](C)S

The geometry in XYZ format:
```
14
Properties=species:S:1:pos:R:3:forces:R:3
S -0.920561 -0.143693 1.875354 0.1 -0.2 -0.3
C 1.057785 1.030554 0.314225 0.0 -0.1 0.0
C 0.511976 -0.310217 0.746897 -1.1 -1.1 -1.7
C -1.908588 0.152976 -1.883940 0.3 -0.1 0.2
C -1.049211 -0.438768 -1.297888 -0.4 0.1 -0.3
C -0.035341 -1.172816 -0.592158 1.1 1.1 2.5
H -0.249983 0.500957 2.830307 0.1 0.1 0.2
H 0.835402 -1.348681 -1.222789 0.0 -0.1 0.0
H -2.653587 0.685895 -2.394959 -0.4 0.3 -0.3
H -0.431977 -2.116599 -0.220278 0.1 -0.1 -0.1
H 0.304372 1.569565 -0.259436 0.0 0.1 0.1
H 1.937820 0.890545 -0.313104 0.1 0.0 -0.1
H 1.341653 1.630079 1.177692 0.0 0.1 0.0
H 1.260238 -0.929797 1.240076 0.0 0.0 -0.1
```
Positions in Å, forces in eV/Å.

***

No. 3
Here is an isolated molecule of C6H12O from the Open Molecules 2025 dataset. Energies are from ωB97M-V with the def2-TZVPD basis set.

Charge = 0
Orbital gap = 10.5159 eV
DFT total energy = -310.9979 hartree
F_max = 0.5 eV/A
Structure (SMILES) = CCO[C@H]1C[C@H]1C

The geometry in XYZ format:
```
19
Properties=species:S:1:pos:R:3:forces:R:3
O 0.509509 -0.226890 0.756322 0.0 0.0 0.1
C 1.615481 -0.293093 -0.146004 0.1 -0.1 -0.1
C -1.729622 -0.476127 -0.362968 0.1 0.1 -0.1
C 2.614254 0.852038 0.049396 -0.1 0.0 0.0
C -1.458927 0.954281 -0.756330 0.0 0.1 -0.1
C -0.578779 -1.065147 0.435522 0.1 -0.2 0.1
C -1.897388 -0.779934 1.101594 0.1 0.0 0.1
H -2.299272 -1.098174 -1.058281 0.4 0.1 0.1
H 2.966887 0.936048 1.082680 -0.2 -0.1 -0.1
H -0.302495 -2.108694 0.282144 0.0 0.1 0.0
H -1.209164 1.010740 -1.819674 -0.1 0.1 0.1
H 3.493660 0.652753 -0.579738 -0.2 0.0 0.1
H -0.577891 1.256135 -0.185188 -0.2 0.3 -0.2
H 2.142469 -1.243553 0.019063 -0.1 0.0 -0.1
H 1.270776 -0.278617 -1.191467 -0.1 -0.1 0.2
H -2.000551 0.068940 1.774611 0.3 -0.1 -0.1
H -2.267873 1.650949 -0.522256 -0.1 -0.1 -0.2
H 2.218354 1.826209 -0.259778 -0.1 -0.2 0.1
H -2.509437 -1.637861 1.380353 0.2 0.2 -0.1
```
Positions in Å, forces in eV/Å.